Below is an isolated molecule of C7H9Cl in a non-equilibrium geometry, with properties calculated with wB97M-V/def2-TZVPD.

```
17
Properties=species:S:1:pos:R:3:forces:R:3:lowdin_charge:R:1
C 1.72799 -0.03806 0.51970 0.134 1.008 1.684 -0.73
C 0.86926 1.19709 0.48251 -1.341 2.278 -2.935 -0.20
C -0.40173 0.78009 -0.21172 -0.461 -1.810 -0.389 -0.35
C -1.44705 1.45760 -0.60249 -1.614 1.751 -0.880 0.05
C -0.52886 -0.70074 -0.22012 0.749 -1.925 0.958 -0.25
C -1.52627 -1.48583 -0.70027 1.638 0.170 -0.037 0.06
C 0.69160 -1.12782 0.64674 0.364 -2.698 0.535 -0.18
H 2.40906 0.00289 1.41000 -0.343 -0.282 -1.073 0.12
H 0.35859 1.49276 1.42919 1.694 0.496 -0.181 0.14
H 1.22507 1.97452 -0.34916 -0.064 -0.797 2.910 0.15
H -2.29997 0.81574 -0.88043 0.244 0.986 -0.038 0.06
H -1.55731 2.57287 -0.70077 0.255 -1.315 0.305 0.09
H -2.17668 -1.02515 -1.41685 -0.684 0.084 -0.004 0.04
H -1.63200 -2.58919 -0.61280 0.502 1.032 0.157 0.08
H 0.32412 -1.11299 1.73496 0.679 -0.191 -1.328 0.15
H 1.26583 -2.14004 0.44586 -1.805 1.662 0.310 0.15
Cl 2.69835 -0.07372 -0.97435 0.054 -0.450 0.006 0.63
```
Forces are in eV/Å.

Calculated values
E_LUMO in eV: 0.571
Relative energy (zero: lowest compared OMol25 entry of this formula, charge and spin) in kJ/mol: 149.2
HOMO level in eV: -8.7
Calculated total energy in hartree: -732.2343
HOMO-LUMO gap in Eh: 0.34166
Multiplicity: 1